{"formula": "C20H70N12O15", "method": "wB97M-V/def2-TZVPD", "elements": ["H", "H", "C", "H", "N", "H", "H", "N", "H", "H", "H", "O", "C", "C", "H", "H", "N", "H", "H", "N", "H", "O", "H", "C", "O", "H", "C", "O", "H", "H", "O", "N", "N", "H", "N", "H", "H", "N", "H", "H", "H", "H", "C", "H", "C", "H", "H", "N", "H", "C", "H", "O", "H", "H", "H", "O", "N", "C", "H", "C", "H", "H", "O", "H", "O", "C", "H", "H", "C", "H", "C", "N", "C", "H", "H", "H", "H", "H", "C", "O", "C", "H", "H", "H", "C", "H", "H", "H", "O", "H", "C", "H", "H", "O", "H", "H", "H", "O", "H", "H", "H", "H", "C", "H", "H", "H", "H", "O", "H", "H", "H", "H", "C", "O", "N", "H", "H"], "xyz": [[-0.957, 2.723, 2.229], [1.117, 0.032, 0.853], [3.933, 0.299, 2.462], [-0.135, 1.011, -1.351], [0.781, -0.649, 5.731], [-0.438, 4.890, -1.100], [-1.229, 4.674, -4.959], [1.960, -2.520, 1.830], [-4.150, 0.631, -2.523], [0.342, 1.919, -3.649], [0.907, 3.248, 0.598], [-0.723, -5.165, -1.063], [-0.282, -1.238, -4.393], [-1.582, -3.302, 2.459], [4.416, -3.841, -1.746], [-3.906, -2.171, -2.713], [-0.979, 4.159, -1.716], [-0.962, 4.119, -2.735], [0.230, 4.165, -4.093], [4.089, -3.032, -1.108], [-4.089, 0.688, 3.505], [4.336, 1.652, 2.352], [0.279, -3.304, 4.204], [-3.279, -0.388, -0.703], [0.687, -0.873, 3.416], [2.446, 3.964, 1.220], [-0.758, -2.771, -1.169], [-2.127, 2.538, -5.714], [-0.470, -0.521, 0.608], [-0.706, 0.829, -4.488], [1.867, 2.513, -2.760], [2.856, -3.451, 3.612], [0.640, -2.636, 4.936], [-1.537, 2.339, -2.915], [2.007, 4.455, -3.992], [-2.629, 1.541, -1.720], [-3.820, 0.275, -0.132], [-1.958, 2.326, -1.969], [0.257, -2.908, 5.885], [-1.983, 4.527, 3.209], [-1.858, 0.257, 3.171], [-0.118, 1.247, 0.862], [2.889, -2.523, -1.253], [-3.313, -1.256, -0.114], [-1.632, 3.247, -1.130], [-2.534, 4.090, 5.609], [0.208, -2.062, -6.298], [-0.443, 1.758, -4.242], [0.788, -1.050, 6.700], [3.015, -2.970, 2.398], [3.022, 3.794, -1.195], [0.584, 0.531, -0.952], [2.472, 5.340, -4.283], [1.627, -1.399, -5.538], [3.701, -0.148, 1.511], [-1.551, -0.792, -4.696], [2.657, -1.413, -0.570], [0.547, -1.195, -5.667], [1.303, -1.968, 2.368], [-1.054, 2.758, -4.864], [3.144, 5.367, -1.742], [-1.082, -5.900, -1.530], [-0.783, 2.862, 3.108], [-5.142, -0.756, -1.832], [-3.542, -1.314, -2.878], [0.673, -1.380, 4.667], [0.090, -2.811, -0.464], [-1.615, -2.794, -0.531], [-2.536, -4.115, 1.699], [1.840, 3.919, -4.902], [1.899, 3.073, 0.984], [3.058, 4.373, -2.073], [-4.135, -0.371, -1.999], [1.864, 2.459, 1.841], [2.066, -3.120, 4.241], [4.829, -0.228, 2.784], [1.077, 0.302, 5.440], [3.090, 0.211, 3.175], [0.174, 0.339, 0.426], [-3.856, -0.129, 3.125], [-0.906, -4.054, -1.942], [-3.157, -4.739, 2.391], [-0.083, -4.115, -2.733], [-3.210, -3.546, 1.012], [2.271, 3.780, -2.931], [3.613, 1.998, 1.805], [-2.705, 0.964, 1.833], [-2.298, -0.711, 1.964], [2.707, 2.486, -0.013], [-0.905, 4.564, 5.302], [-2.648, 0.128, 2.518], [4.420, -3.059, -0.118], [-0.747, -1.800, -1.721], [-0.687, -4.136, 3.132], [-0.105, -4.515, 2.466], [-2.206, -1.100, -4.047], [-1.815, -4.064, -2.472], [-1.651, 3.112, 0.233], [3.726, -3.798, 4.057], [-2.246, -0.059, -1.017], [-0.288, -2.284, -4.147], [-2.031, -4.803, 1.048], [-1.622, 3.741, 5.173], [-2.718, 3.095, 3.323], [0.150, -0.695, -3.544], [-1.218, 2.885, 5.650], [-1.017, -2.597, 1.921], [4.210, -3.157, 1.691], [1.767, -0.963, -0.742], [3.410, -0.794, -0.393], [0.524, -0.266, -6.122], [2.278, -2.062, 0.919], [-1.833, 3.566, 3.638], [1.951, -3.069, -2.076], [-0.722, 3.962, -4.375], [-2.152, -2.730, 3.116], [2.118, 1.907, -0.556]], "forces_ev_per_angstrom": [[-0.6, -0.5, -3.7], [0.2, 0.1, 0.9], [0.8, -0.1, 1.0], [-0.4, 0.4, -0.7], [0.6, 3.5, 1.9], [-1.7, -2.1, -1.9], [1.0, -0.6, 1.0], [-1.0, 2.0, -3.9], [-0.1, -1.1, 0.6], [1.1, 0.2, 0.4], [-0.5, 0.4, 0.1], [-0.4, 1.0, 0.4], [1.5, -1.1, -0.2], [-0.2, -0.2, -0.4], [-1.4, 2.0, 1.7], [-0.3, -0.7, 0.1], [3.7, 6.4, 1.1], [0.1, 0.8, 0.4], [-0.2, 0.1, -0.3], [3.0, -2.6, -0.5], [-0.9, 1.3, 1.0], [-0.9, 0.2, -0.6], [-0.2, 0.7, 0.4], [0.1, 1.2, -3.0], [-0.3, -1.6, 5.4], [-0.3, 0.9, 0.5], [0.1, 0.3, 0.8], [5.7, 1.7, 4.2], [-0.5, 0.3, -0.4], [-0.6, -0.6, -0.4], [1.3, 5.0, -0.9], [1.3, -0.7, 3.3], [-2.4, -5.6, 1.4], [-1.0, -0.5, 1.1], [-1.1, 2.1, -7.4], [1.5, 1.9, -0.4], [-0.4, 2.3, 1.9], [-3.2, -4.8, -1.7], [0.9, 0.4, -1.6], [0.4, 1.3, -0.5], [1.6, 0.8, 1.8], [-0.8, 1.0, 0.6], [-4.6, -3.8, -5.8], [0.2, -1.7, 0.1], [0.7, -2.0, 8.7], [-0.6, -0.1, 0.5], [0.0, 1.3, 0.1], [0.0, -0.3, -0.8], [0.3, 1.1, -1.7], [6.5, -2.6, -2.8], [0.5, 0.1, -0.7], [-0.6, -0.1, 0.8], [-0.3, -1.0, 1.2], [-0.5, 0.0, 0.6], [-0.4, 0.0, -0.4], [-1.3, 0.6, -0.4], [-1.4, 1.5, 0.4], [0.9, -2.6, 0.5], [-0.3, 0.1, 0.4], [-5.8, -2.9, -4.0], [-0.5, -1.2, -1.7], [-0.2, -1.1, -0.3], [2.3, 0.0, 2.8], [-0.2, 0.7, 0.3], [0.5, 0.4, -1.3], [-0.1, 3.2, -5.9], [-0.1, -0.1, -0.7], [-0.9, 0.5, 0.6], [-2.0, -1.0, -1.1], [0.3, 0.6, 2.0], [0.3, 0.5, -0.9], [1.2, 0.8, 5.1], [0.8, -1.0, 0.3], [-0.4, -0.7, 1.2], [1.9, -0.8, -1.2], [-0.3, -0.3, 0.4], [-0.5, -0.7, 1.3], [0.4, -0.3, -0.4], [2.0, -1.5, -0.6], [-0.8, -1.6, 0.0], [3.7, 0.4, -1.3], [0.4, 0.6, -0.5], [-0.9, 0.2, 0.9], [0.4, -0.1, 0.8], [-0.4, -6.2, 2.2], [0.9, 0.5, 0.1], [0.1, 0.4, -0.3], [-0.3, -0.9, -0.7], [-0.3, -1.2, -1.0], [0.0, -0.3, 0.0], [0.3, 0.1, -1.7], [-0.1, 0.1, -0.4], [0.1, -1.1, 0.1], [0.8, -0.8, 0.9], [0.2, -0.2, -0.1], [0.1, 0.2, 0.0], [-1.6, -0.3, -0.4], [-0.7, 0.6, -5.0], [-1.1, 0.5, -0.5], [-1.0, -0.6, 1.0], [-0.1, -0.5, 0.7], [0.4, -0.4, -0.4], [0.1, 1.3, -2.0], [-1.7, -1.1, 0.4], [0.3, 0.0, 0.0], [0.1, -1.0, 0.4], [0.6, 0.9, -1.3], [-4.7, 1.0, 3.3], [0.2, -0.1, -0.5], [0.8, 0.4, 0.1], [-0.5, 1.8, -1.3], [-1.1, -0.7, 1.3], [0.0, 0.4, 1.9], [4.1, 2.7, 3.5], [-1.6, 2.8, -2.3], [-0.6, 0.9, 1.9], [0.6, 0.3, 0.1]], "relative_energy_kj_mol": 84.7, "homo_ev": -8.51, "fmax_ev_per_a": 9.00, "spin_multiplicity": 1, "total_energy_ev": -70465.0671, "orbital_gap_ev": 8.44}